Record 1
102
Properties=species:S:1:pos:R:3:forces:R:3:mulliken_charge:R:1 method="wB97M-V/def2-TZVPD" charge=-1
C 6.582145 -1.415009 2.543293 0.0 -0.1 0.0 0.52
F 0.880344 -6.440161 -1.066642 -0.1 0.5 -0.1 -0.27
O -2.459517 -0.411590 -0.492102 -0.3 1.1 0.1 -0.59
H 3.940038 1.606015 -1.026687 -0.3 -0.3 0.3 0.49
O -10.024188 0.649822 1.927296 0.0 0.0 0.1 -0.62
H 4.590344 -4.055084 -7.231084 0.0 0.1 0.0 0.37
H 8.690035 0.212152 2.078291 0.1 0.1 0.1 0.29
N -3.851488 1.677825 1.142835 -1.4 0.8 0.1 -0.32
H -6.214029 1.615938 3.461785 0.2 0.0 -0.1 0.22
H -4.736338 5.230809 -3.619032 0.0 0.0 0.0 0.26
H -2.646833 2.827368 -1.720291 0.0 -0.2 0.1 0.26
H 2.254302 0.538942 -2.387857 0.0 -0.2 0.4 0.25
H 2.559148 1.326691 0.034153 0.4 -0.4 0.0 0.39
H -9.288792 1.305143 4.491054 0.0 -0.1 0.1 0.30
C 0.628573 -4.539124 0.447738 0.7 -1.4 -0.7 0.82
C 5.226394 -1.790354 -8.202500 -0.1 -0.3 0.2 -0.92
C 3.350044 0.805387 -0.529442 0.1 0.6 -0.7 -1.61
C 2.389164 -2.074024 4.355247 1.2 0.8 -0.9 -1.45
H -5.691752 4.619959 4.090858 0.0 0.0 -0.1 0.27
C 4.960087 -3.484158 -6.381743 0.1 0.2 0.2 -0.91
H 4.177358 -3.403099 -5.625947 0.0 -0.1 0.0 0.26
H 4.178008 -1.869891 -8.499314 0.0 0.1 -0.2 0.34
H -9.179361 -0.452131 4.297047 0.0 0.1 0.1 0.30
H -8.253144 0.866839 0.958278 0.1 0.0 0.0 0.28
H 5.815502 -3.997424 -5.939302 -0.1 -0.1 0.0 0.30
H -4.160444 2.094790 -4.494446 -0.1 -0.1 -0.1 0.31
H 4.841447 0.027898 -2.315431 -0.3 -0.4 -0.6 0.42
N 5.361257 -2.154621 -6.807373 0.1 0.2 -0.1 0.12
H 2.502474 -2.109186 -0.937523 -0.4 0.3 0.2 0.29
N -8.004021 0.659130 2.980048 0.1 0.0 -0.2 0.17
C -4.254733 7.223375 2.634791 0.0 0.0 0.0 0.10
H 1.644401 -1.620180 5.018810 0.1 -0.5 -0.3 0.49
C 0.222430 -1.953728 0.962719 -2.4 2.5 0.9 2.04
H 1.215390 -1.521031 -2.006075 0.0 -0.1 0.7 0.26
C 4.031383 -0.723806 -2.389411 -0.5 0.7 0.9 -1.38
C -4.260104 4.721452 -2.762048 0.0 -0.2 0.0 0.02
C 8.822722 -0.562212 2.835753 -0.3 0.1 0.0 -0.97
H -5.305645 3.438461 -4.698928 0.0 0.0 0.1 0.32
C -6.557099 0.760704 2.876089 -0.2 -0.1 0.2 -0.79
C -5.249328 5.613475 4.122641 0.1 0.3 0.0 -0.90
H 5.978394 -2.313085 2.332146 0.1 0.0 0.0 -0.05
F -0.146481 -6.792261 0.777879 0.0 0.3 -0.1 -0.29
H -6.102647 -0.151817 3.266687 0.2 0.1 0.0 0.35
H 7.655722 -3.698899 2.148199 0.0 0.1 0.0 0.27
O -3.765132 5.346753 -1.840670 0.0 0.0 0.0 -0.58
H -4.386986 5.609461 4.791745 -0.1 0.0 0.1 0.31
B -1.255121 -0.070080 0.305514 -0.6 -3.0 -2.6 0.95
H -3.808800 1.512987 -2.027705 0.0 0.0 0.1 0.43
F -1.441801 -3.637546 0.976455 0.5 -0.6 -0.1 -0.35
H -6.248750 0.894748 1.841935 0.0 0.0 0.1 0.24
H -2.171100 -0.878239 -1.282986 0.1 0.1 0.3 0.24
H 5.565254 -0.768852 -8.367726 0.0 0.0 0.1 0.29
C -8.606856 0.477378 4.286389 -0.2 0.0 -0.2 -1.01
C -8.807422 0.728280 1.900922 0.1 0.0 0.0 0.13
O -4.053574 8.027481 3.529979 -0.1 -0.1 0.1 -0.62
H -6.108888 4.897322 1.587152 0.0 -0.1 -0.1 0.26
C 2.783152 -0.098133 -1.658839 0.9 -0.6 0.5 0.88
O 6.071740 -0.330095 2.731261 0.2 0.1 0.1 -0.62
F 0.912771 -4.858497 1.728643 -0.5 0.6 0.0 -0.31
H 2.746571 -3.065103 4.679299 -0.4 0.3 -0.1 0.27
C 1.949105 -2.083947 2.889020 0.1 -0.1 1.2 0.56
C 5.849542 -1.295997 -5.882525 0.0 0.0 0.0 0.11
O -1.481624 1.201919 1.057965 -0.6 0.0 -0.6 -0.62
H 4.403432 -1.590938 -1.807401 -0.3 0.2 -0.5 0.22
H 4.066730 0.283083 0.132474 -0.6 0.1 -0.1 0.28
H 3.812292 -0.978009 -3.434750 0.3 -0.1 0.4 0.22
H -4.179793 2.789549 -0.848275 0.0 -0.1 0.0 0.10
C 0.039629 -5.874106 -0.195893 -0.5 -0.7 0.7 0.58
C -5.039561 5.104398 1.681518 0.0 -0.1 0.3 -0.81
F -0.642543 -3.042843 -0.952109 0.6 -0.5 0.0 -0.33
F -1.145604 -5.711774 -0.780622 0.2 0.2 -0.2 -0.25
N -4.297107 3.379411 -2.861325 -0.1 0.3 -0.2 0.28
H -5.980185 6.329008 4.505175 0.0 -0.1 0.1 0.31
H 3.278893 -1.408033 4.385145 -0.4 -0.4 0.1 0.31
C -3.704963 2.570967 -1.799667 0.1 0.4 -0.2 -0.84
Br -0.714880 -1.839278 3.800555 0.7 -0.2 -0.6 -0.20
H 5.826206 -2.468085 -8.814950 -0.1 0.1 -0.1 0.33
N -4.828754 6.015495 2.794500 0.1 0.2 -0.2 0.16
H 6.124215 -0.313889 -6.304777 0.0 0.0 -0.1 0.30
H -5.722144 2.074998 -3.637947 0.0 -0.1 -0.1 0.33
C 1.843616 -1.251452 -1.134744 0.9 0.6 -0.5 -0.80
H -4.506838 4.170841 1.871401 -0.1 -0.1 -0.2 0.39
H 8.594965 -0.132241 3.812758 0.1 0.1 0.0 0.29
O 5.983061 -1.547279 -4.703437 0.1 -0.2 -0.1 -0.55
H 9.852563 -0.914129 2.822256 -0.1 -0.1 0.0 0.38
H 1.257941 -0.094479 0.768508 1.0 -0.8 -0.2 0.47
H 9.022965 -3.304134 3.211590 0.0 -0.1 -0.1 0.33
O -0.133958 -0.134222 -0.631269 0.6 0.2 0.9 -0.68
C 0.923983 -0.838619 0.022525 -0.6 0.1 -0.7 -0.04
C 0.697832 -1.972544 2.464768 0.3 -0.9 -1.2 -1.60
C 8.455259 -2.983606 2.334329 0.1 0.3 0.1 -0.89
C -0.291739 -3.305813 0.327645 0.0 1.1 1.1 0.11
F 1.837414 -4.363105 -0.144707 -0.5 0.5 -0.2 -0.26
N 7.913559 -1.661198 2.567546 -0.1 -0.1 0.0 0.09
H -3.971923 7.432190 1.590135 0.0 -0.1 0.0 0.30
O -1.029171 -1.273608 1.129642 0.6 0.2 0.7 -0.51
H -7.835874 0.440667 5.053154 0.0 0.0 -0.1 0.39
C -2.727911 1.505096 1.006663 1.7 -0.7 1.2 0.46
Br 3.430693 -2.283522 1.647490 -0.9 0.0 0.7 -0.02
H -4.676358 5.537005 0.749851 0.0 0.0 0.1 0.21
H 9.118561 -2.957158 1.466346 0.0 -0.2 0.0 0.33
C -4.907749 2.712217 -3.990386 0.1 0.0 0.3 -0.95

***

Record 2
12
Properties=species:S:1:pos:R:3:forces:R:3:nbo_charge:R:1 method="wB97M-V/def2-TZVPD" relative_energy_kcal_mol=93.8
O 0.052852 -0.415351 -2.350103 -0.4 -0.1 -0.1 -0.63
C -1.114541 -0.497168 -1.754809 0.3 0.1 -0.1 0.24
H -0.067507 0.082666 2.655887 0.0 0.0 -0.1 0.21
H 1.581856 0.147918 -0.002604 -0.1 -0.1 0.1 0.21
H 1.398634 -1.330692 1.075014 -0.1 0.2 0.0 0.21
N -0.460812 -0.344396 0.591902 -0.2 0.0 -0.2 -0.45
C 0.136032 0.434329 1.648844 0.0 0.2 0.2 -0.24
C -1.041768 0.310313 -0.492525 -0.2 0.3 0.2 0.53
O -1.602046 1.386783 -0.438632 0.3 -0.4 -0.1 -0.55
H 0.135537 1.513339 1.515379 0.0 -0.2 0.0 0.22
H -0.005114 -0.905184 -3.186777 0.1 0.1 0.1 0.50
C 0.986877 -0.382557 0.738423 0.3 -0.1 -0.1 -0.24

***

no.,energy (a.u.),F_max (eV/A)
1,-7974.1289,4.048
2,-360.5199,0.529